# C19H30IN7OPS4V

A molecular structure, C19H30IN7OPS4V (ωB97M-V/def2-TZVPD, OMol25).

The multiplicity is 2. The net charge is +1. As for the max |F|: 0.0054 hartree/bohr. For the HOMO-LUMO gap (spin up / spin down), the calculation gives 7.29 / 6.94 eV.

```
64
Properties=species:S:1:pos:R:3:nbo_charge:R:1
V 0.558 -1.131 -0.328 0.719
C -0.357 4.185 -0.168 -0.672
C 0.239 3.252 0.814 0.372
N 0.754 3.562 1.961 -0.224
N 1.195 2.376 2.478 -0.345
C 0.965 1.337 1.682 0.281
S 1.290 -0.311 1.883 -0.176
N 0.343 1.887 0.615 -0.236
N -0.034 1.110 -0.479 -0.649
H -0.329 5.190 0.244 0.271
H -1.393 3.922 -0.385 0.240
H 0.207 4.168 -1.103 0.251
H 1.668 2.357 3.367 0.447
H 0.552 1.317 -1.292 0.434
H -1.007 1.295 -0.702 0.389
C -3.255 0.353 0.783 -0.609
C -3.171 -0.529 -0.465 -0.715
P -1.823 -1.765 -0.343 0.860
C -2.055 -2.924 -1.751 -0.699
C -3.466 -3.064 -2.320 -0.606
C -2.223 -2.724 1.166 -0.711
C -3.581 -3.417 1.217 -0.610
H -3.910 1.208 0.614 0.230
H -2.275 0.730 1.094 0.188
H -3.655 -0.202 1.631 0.225
H -2.975 0.068 -1.361 0.224
H -4.127 -1.026 -0.635 0.246
H -1.673 -3.885 -1.393 0.241
H -1.367 -2.606 -2.539 0.243
H -4.189 -3.362 -1.561 0.211
H -3.475 -3.821 -3.103 0.232
H -3.808 -2.130 -2.765 0.211
H -2.101 -2.036 2.007 0.236
H -1.417 -3.459 1.263 0.240
H -4.403 -2.716 1.066 0.207
H -3.727 -3.890 2.188 0.229
H -3.657 -4.196 0.458 0.213
N 2.661 -3.512 1.376 -0.745
C 1.808 -3.900 0.436 0.681
O 1.052 -3.120 -0.169 -0.715
C 1.762 -5.359 0.096 -0.608
I 0.022 -6.232 0.968 0.165
H 2.819 -2.530 1.556 0.427
H 3.293 -4.171 1.800 0.422
H 2.621 -5.911 0.461 0.244
H 1.662 -5.470 -0.979 0.268
S 5.636 -0.348 1.346 -0.138
C 4.595 -0.044 0.108 -0.124
S 3.789 -1.311 -0.781 0.438
C 2.793 -0.120 -1.595 -0.143
N 3.101 1.096 -1.292 -0.319
N 4.142 1.131 -0.392 -0.264
C 4.603 2.424 0.003 0.109
C 5.956 2.669 0.178 -0.188
C 6.367 3.936 0.560 -0.192
C 5.441 4.950 0.761 -0.201
C 4.091 4.698 0.566 -0.206
C 3.672 3.435 0.184 -0.175
S 1.450 -0.617 -2.570 -0.225
H 6.677 1.880 0.021 0.242
H 7.422 4.131 0.698 0.227
H 5.772 5.935 1.060 0.225
H 3.362 5.485 0.710 0.218
H 2.629 3.231 -0.005 0.188
```



# C19H30N2O4

A molecular structure, C19H30N2O4 in a non-equilibrium geometry (ωB97M-V/def2-TZVPD, OMol25).

The multiplicity is 1. As for the max |F|: 0.3871 hartree/bohr. For the HOMO-LUMO gap, the calculation gives 7.81 eV.

```
55
Properties=species:S:1:pos:R:3:nbo_charge:R:1
C -0.203 -3.897 -1.320 -0.600
C 0.338 -3.727 0.042 -0.044
O 0.997 -2.398 0.246 -0.513
C 0.163 -1.349 0.239 0.283
C -1.249 -1.412 0.142 -0.373
C -1.999 -0.096 0.366 0.179
C -1.262 1.046 0.483 0.252
C 0.186 1.110 0.145 -0.265
C 0.807 -0.111 0.150 0.179
N 2.293 -0.313 0.209 -0.698
C 3.142 0.895 0.201 0.785
O 2.856 1.985 0.048 -0.563
C 4.683 0.022 0.069 -0.126
C 4.857 -1.226 0.281 -0.655
H 4.393 -1.747 1.024 0.236
H 4.330 -1.836 -0.500 0.200
H 5.936 -1.706 0.303 0.239
C 5.297 0.792 1.482 -0.565
H 5.280 2.028 1.320 0.201
H 6.374 0.694 1.512 0.198
H 4.865 0.445 2.232 0.165
C 5.184 0.838 -0.946 -0.605
H 4.850 0.390 -1.922 0.205
H 5.082 1.867 -0.994 0.239
H 6.369 0.712 -1.349 0.181
H 2.625 -1.212 0.222 0.417
H 0.834 1.785 0.271 0.223
O -1.821 2.520 0.390 -0.518
C -1.243 3.546 0.406 0.006
C -0.728 3.856 -1.073 -0.681
H -0.043 3.270 -1.567 0.206
H -0.331 4.852 -1.313 0.201
H -1.610 3.930 -1.765 0.189
H -1.902 4.201 0.628 0.172
H -0.320 3.539 0.956 0.132
N -3.282 0.237 0.423 -0.433
C -4.071 1.050 -0.482 -0.240
C -5.349 0.431 -0.652 -0.025
H -5.964 1.213 -1.414 0.203
O -6.309 -0.044 0.149 -0.517
C -5.411 -0.739 1.339 -0.170
C -4.217 -1.043 1.062 -0.254
H -4.242 -1.944 0.081 0.183
H -3.650 -1.683 1.738 0.261
H -5.537 0.178 1.881 0.226
H -5.922 -1.562 1.557 0.221
H -4.968 -0.461 -1.613 0.070
H -3.369 1.336 -1.071 0.236
H -4.366 1.939 0.274 0.162
H -1.991 -2.071 0.348 0.214
H 0.961 -4.423 0.255 0.181
H -0.642 -3.794 0.676 0.172
H 0.796 -3.766 -2.163 0.188
H -0.898 -3.209 -1.590 0.217
H -0.599 -4.940 -1.415 0.225
```



# C19H30N4O4S

A single C19H30N4O4S molecule (ωB97M-V/def2-TZVPD, OMol25).

Its SMILES is Cc1cc(C(=O)N2CCCN(CCNC(=O)[C@@H]3CCS(=O)(=O)C3)CC2)[nH]c1C. The multiplicity is 1. As for the max |F|: 0.0017 hartree/bohr. For the HOMO-LUMO gap, the calculation gives 8.66 eV.

```
58
Properties=species:S:1:pos:R:3:nbo_charge:R:1
C -0.768 -4.940 1.931 -0.626
C -1.115 -3.562 2.405 -0.103
C -1.520 -2.477 1.591 -0.259
C -1.725 -1.380 2.409 -0.009
C -2.130 0.043 2.320 0.654
O -2.181 0.687 3.368 -0.665
N -2.423 0.622 1.127 -0.430
C -2.685 2.060 1.112 -0.213
C -1.422 2.881 0.891 -0.437
C -0.573 2.465 -0.318 -0.221
N 0.081 1.158 -0.234 -0.479
C 0.892 0.986 0.967 -0.237
C 2.039 0.002 0.752 -0.234
N 2.843 0.379 -0.400 -0.610
C 3.747 1.389 -0.287 0.685
O 4.216 1.749 0.775 -0.624
C 4.146 2.029 -1.618 -0.322
C 5.337 2.981 -1.449 -0.398
C 4.817 4.252 -0.779 -0.676
S 3.162 4.495 -1.432 2.168
O 2.217 4.607 -0.349 -0.949
O 3.182 5.494 -2.470 -0.942
C 2.997 2.868 -2.191 -0.675
C -0.724 0.010 -0.621 -0.234
C -2.197 0.022 -0.173 -0.235
N -1.444 -1.792 3.684 -0.474
C -1.079 -3.098 3.705 0.165
C -0.702 -3.786 4.973 -0.645
H -0.952 -5.687 2.703 0.214
H -1.368 -5.214 1.062 0.216
H 0.283 -5.020 1.642 0.213
H -1.645 -2.535 0.524 0.210
H -3.404 2.246 0.309 0.186
H -3.151 2.329 2.056 0.241
H -1.705 3.929 0.763 0.220
H -0.808 2.836 1.794 0.216
H -1.179 2.479 -1.230 0.187
H 0.206 3.220 -0.444 0.228
H 1.330 1.960 1.202 0.221
H 0.320 0.670 1.850 0.189
H 2.683 0.001 1.628 0.235
H 1.678 -1.016 0.605 0.199
H 2.357 0.324 -1.282 0.392
H 4.391 1.225 -2.315 0.239
H 6.117 2.523 -0.843 0.245
H 5.750 3.213 -2.432 0.217
H 4.711 4.116 0.294 0.273
H 5.390 5.146 -1.010 0.253
H 3.103 3.015 -3.265 0.251
H 2.000 2.493 -1.956 0.260
H -0.728 -0.088 -1.714 0.190
H -0.238 -0.883 -0.231 0.205
H -2.613 -0.983 -0.209 0.215
H -2.780 0.612 -0.881 0.204
H -1.538 -1.157 4.461 0.439
H -0.742 -4.866 4.845 0.226
H 0.312 -3.527 5.285 0.223
H -1.380 -3.519 5.785 0.222
```



# C19H30N4O4S

A single C19H30N4O4S molecule (ωB97M-V/def2-TZVPD, OMol25).

Its SMILES is Cc1cc(C(=O)N2CCCN(CCNC(=O)[C@@H]3CCS(=O)(=O)C3)CC2)[nH]c1C. The multiplicity is 1. As for the max |F|: 0.0041 hartree/bohr. For the HOMO-LUMO gap, the calculation gives 8.56 eV.

```
58
Properties=species:S:1:pos:R:3:nbo_charge:R:1
C -1.156 -5.683 2.128 -0.627
C -2.045 -4.481 2.239 -0.101
C -1.826 -3.223 1.627 -0.260
C -2.858 -2.381 1.996 -0.003
C -3.237 -0.953 1.860 0.661
O -4.076 -0.509 2.641 -0.661
N -2.667 -0.178 0.899 -0.432
C -2.905 1.259 0.917 -0.219
C -1.615 2.069 1.016 -0.440
C -0.695 1.937 -0.202 -0.229
N 0.233 0.801 -0.231 -0.469
C 1.494 1.059 0.457 -0.229
C 2.623 0.240 -0.163 -0.232
N 2.781 0.609 -1.559 -0.610
C 3.721 1.498 -1.952 0.681
O 4.662 1.830 -1.252 -0.632
C 3.523 2.090 -3.354 -0.321
C 4.497 3.258 -3.589 -0.398
C 4.010 4.426 -2.730 -0.675
S 2.216 4.329 -2.782 2.163
O 1.695 4.238 -1.437 -0.955
O 1.687 5.315 -3.691 -0.937
C 2.125 2.697 -3.549 -0.668
C -0.316 -0.496 0.168 -0.239
C -1.797 -0.682 -0.149 -0.227
N -3.676 -3.108 2.819 -0.473
C -3.206 -4.372 2.977 0.154
C -3.919 -5.379 3.816 -0.643
H -1.726 -6.612 2.155 0.214
H -0.603 -5.668 1.189 0.216
H -0.423 -5.722 2.937 0.214
H -0.982 -2.983 1.003 0.210
H -3.434 1.541 -0.001 0.183
H -3.560 1.458 1.759 0.251
H -1.901 3.120 1.110 0.224
H -1.078 1.807 1.933 0.207
H -1.316 1.907 -1.103 0.182
H -0.088 2.834 -0.304 0.235
H 1.747 2.114 0.348 0.224
H 1.433 0.835 1.533 0.174
H 3.566 0.433 0.343 0.240
H 2.414 -0.829 -0.100 0.193
H 1.966 0.484 -2.135 0.400
H 3.688 1.295 -4.083 0.245
H 5.512 2.980 -3.317 0.252
H 4.470 3.532 -4.644 0.215
H 4.312 4.303 -1.693 0.269
H 4.296 5.404 -3.109 0.255
H 1.893 2.847 -4.601 0.251
H 1.311 2.169 -3.057 0.249
H 0.251 -1.286 -0.336 0.193
H -0.185 -0.660 1.248 0.182
H -2.019 -1.733 -0.304 0.232
H -2.048 -0.165 -1.078 0.205
H -4.462 -2.674 3.277 0.436
H -3.346 -6.303 3.859 0.226
H -4.052 -5.022 4.840 0.222
H -4.906 -5.613 3.413 0.221
```



Listing energy for the structures above in their given order: -119082.1043, -31339.9125, -45176.5841, -45176.4838 eV.
Listing energy relative to the best compared isomer or geometry (same formula, charge and spin) for the structures above in their given order: 0.0, 516.6, 14.6, 16.9 kcal per mole.